Below is C59H50IN2O2P2ScSeTe as an isolated structure, with properties calculated with ωB97M-V/def2-TZVPD.

Cartesian coordinates (Å):
Sc (0.8171, 0.6621, 0.0192)
C (-2.1088, 1.1886, -1.7942)
P (-1.7253, 2.7223, -0.8260)
C (-3.4700, 3.2760, -0.5613)
C (-4.3075, 3.6931, -1.5956)
C (-5.6216, 4.0489, -1.3444)
C (-6.1258, 3.9910, -0.0486)
C (-5.3039, 3.5811, 0.9884)
C (-3.9829, 3.2313, 0.7318)
C (-1.2189, 3.9590, -2.0820)
C (-1.1081, 5.2842, -1.6603)
C (-0.6991, 6.2784, -2.5329)
C (-0.3764, 5.9580, -3.8457)
C (-0.4577, 4.6402, -4.2682)
C (-0.8738, 3.6451, -3.3928)
C (-2.2890, 0.0942, -0.7917)
C (-3.3711, -0.7368, -0.6030)
C (-3.0682, -1.5489, 0.5218)
C (-1.8213, -1.1519, 0.9526)
C (-1.0515, -1.6026, 2.1581)
P (0.0053, -0.1861, 2.6612)
C (-1.1833, 0.9049, 3.5349)
C (-0.6616, 1.9278, 4.3287)
C (-1.5007, 2.8088, 4.9897)
C (-2.8796, 2.6903, 4.8591)
C (-3.4064, 1.6925, 4.0535)
C (-2.5651, 0.8065, 3.3900)
C (0.9557, -0.8810, 4.0638)
C (2.3434, -0.9034, 3.9424)
C (3.1225, -1.4458, 4.9580)
C (2.5222, -1.9610, 6.0965)
C (1.1371, -1.9308, 6.2267)
C (0.3596, -1.3912, 5.2157)
N (-1.3280, -0.1423, 0.1641)
H (-1.2485, 0.9766, -2.4350)
H (-3.0115, 1.3071, -2.3988)
H (-3.9171, 3.7468, -2.6060)
H (-6.2576, 4.3730, -2.1593)
H (-7.1560, 4.2636, 0.1463)
H (-5.6848, 3.5340, 2.0011)
H (-3.3365, 2.9117, 1.5448)
H (-1.3314, 5.5322, -0.6280)
H (-0.6125, 7.3003, -2.1843)
H (-0.0381, 6.7296, -4.5271)
H (-0.1751, 4.3743, -5.2789)
H (-0.8798, 2.6150, -3.7196)
H (-4.2715, -0.7473, -1.1994)
H (-3.6872, -2.3106, 0.9743)
H (-0.3899, -2.4453, 1.9278)
H (-1.7163, -1.9113, 2.9714)
H (0.4128, 2.0462, 4.4056)
H (-1.0767, 3.6033, 5.5907)
H (-3.5371, 3.3855, 5.3678)
H (-4.4792, 1.6026, 3.9269)
H (-2.9902, 0.0623, 2.7282)
H (2.8099, -0.4870, 3.0534)
H (4.1998, -1.4555, 4.8544)
H (3.1305, -2.3803, 6.8892)
H (0.6663, -2.3250, 7.1189)
H (-0.7190, -1.3569, 5.3219)
C (6.2148, -2.9680, -2.7198)
C (5.1869, -2.3744, -1.7953)
C (5.4546, -1.2688, -1.0093)
C (4.5104, -0.7328, -0.1323)
C (4.9205, 0.3636, 0.7729)
O (4.6897, 0.3687, 1.9668)
C (5.6751, 1.5074, 0.1556)
C (6.6888, 2.1257, 0.8780)
C (7.3609, 3.2115, 0.3415)
C (6.9988, 3.7005, -0.9085)
C (5.9668, 3.1004, -1.6173)
C (5.3099, 1.9974, -1.0917)
C (3.2037, -1.2371, -0.1028)
O (2.2494, -0.6689, 0.5679)
C (2.9292, -2.3724, -0.8926)
C (3.9049, -2.9276, -1.6946)
C (1.5921, -3.0169, -0.7485)
N (1.2306, -3.6270, 0.3059)
C (2.1104, -3.7143, 1.4434)
C (2.0580, -5.1047, 2.0621)
Te (0.2860, -6.2171, 1.6591)
C (0.6641, -6.6038, -0.3741)
C (1.9525, -6.7043, -0.8864)
C (2.1508, -6.8996, -2.2441)
C (1.0683, -7.0065, -3.1056)
C (-0.2164, -6.9254, -2.5956)
C (-0.4182, -6.7239, -1.2372)
C (0.6199, -2.9641, -1.8807)
C (-0.7252, -3.2149, -1.6294)
C (-1.6476, -3.1855, -2.6615)
C (-1.2339, -2.9213, -3.9600)
C (0.1033, -2.6560, -4.2149)
C (1.0227, -2.6578, -3.1776)
H (7.1544, -2.4171, -2.6594)
H (5.8811, -2.9387, -3.7600)
H (6.4259, -4.0130, -2.4761)
H (6.4460, -0.8225, -1.0404)
H (6.9266, 1.7486, 1.8646)
H (8.1548, 3.6892, 0.9033)
H (7.5118, 4.5601, -1.3226)
H (5.6621, 3.4971, -2.5766)
H (4.4829, 1.5368, -1.6241)
H (3.6589, -3.8105, -2.2790)
H (1.8009, -2.9739, 2.1872)
H (3.1573, -3.4914, 1.2010)
H (2.0932, -5.0603, 3.1507)
H (2.8954, -5.7226, 1.7426)
H (2.8123, -6.5989, -0.2392)
H (3.1609, -6.9481, -2.6327)
H (1.2267, -7.1250, -4.1690)
H (-1.0691, -6.9771, -3.2606)
H (-1.4270, -6.6137, -0.8597)
H (-1.0456, -3.4006, -0.6134)
H (-2.6956, -3.3427, -2.4397)
H (-1.9591, -2.8813, -4.7646)
H (0.4268, -2.3993, -5.2154)
H (2.0438, -2.3697, -3.3708)
Se (1.4594, 0.8592, -2.3350)
I (1.6511, 3.0630, 1.3553)

Cartesian forces (eV/Å) of the 6 atoms listed first:
0.171 0.125 -0.224
-0.022 0.006 -0.020
0.047 -0.013 -0.338
0.081 0.036 0.213
0.065 0.020 -0.027
-0.045 0.013 0.044

Calculated values
Net charge: -2
F_max, eV/Å: 0.6
Highest occupied orbital energy, eV: -1.283
Total energy, Ha: -6949.13424

Atom charges from the Mulliken analysis, given in e for atoms 1 to 6:
1 Sc -0.6547
2 C -1.2970
3 P 0.3537
4 C -0.1069
5 C -0.5304
6 C -0.6034


Below is C59H50N11O4RbS2 as an isolated structure, with properties calculated with ωB97M-V/def2-TZVPD.

Cartesian coordinates (Å):
Rb (1.0109, -0.6454, 0.6780)
N (5.9996, -2.3350, -1.2505)
C (4.8094, -1.7122, -0.9235)
S (3.9003, -2.4075, 0.3177)
N (4.6278, -0.6358, -1.7037)
N (3.5157, 0.0815, -1.5081)
C (3.4013, 1.0713, -2.3388)
C (4.4306, 1.3191, -3.3928)
C (4.2230, 0.8813, -4.6957)
C (5.1611, 1.1310, -5.6881)
C (6.3218, 1.8283, -5.3883)
C (6.5393, 2.2677, -4.0884)
C (5.6020, 2.0120, -3.1009)
C (2.2500, 1.9830, -2.2906)
C (2.1976, 3.0883, -3.1630)
C (1.1251, 3.9521, -3.1141)
C (0.1083, 3.7186, -2.1978)
C (0.2397, 2.6079, -1.3773)
N (1.2608, 1.7659, -1.4130)
H (6.0483, -3.2968, -0.9593)
H (6.3237, -2.1199, -2.1817)
H (3.3193, 0.3303, -4.9257)
H (4.9854, 0.7754, -6.6961)
H (7.0567, 2.0226, -6.1598)
H (7.4479, 2.8042, -3.8431)
H (5.7757, 2.3361, -2.0826)
H (3.0009, 3.2600, -3.8649)
H (1.0835, 4.8031, -3.7847)
H (-0.7551, 4.3661, -2.1183)
H (-0.5217, 2.3735, -0.6421)
C (0.6847, -1.3396, -3.0709)
C (1.3634, -2.6681, -2.9154)
C (2.2883, -3.0876, -3.8620)
C (2.9167, -4.3187, -3.7615)
C (2.6079, -5.1376, -2.6852)
C (1.6968, -4.7481, -1.7154)
C (1.4524, -5.6084, -0.5119)
C (1.0573, -3.4951, -1.8190)
N (0.2825, -3.0224, -0.7650)
C (-0.8059, -3.6438, -0.3860)
O (-1.5029, -4.4689, -1.0267)
C (-1.3128, -3.3168, 1.0316)
C (-2.5598, -3.8250, 1.3865)
C (-3.0141, -3.6426, 2.6800)
C (-2.2070, -2.9809, 3.5847)
C (-0.9795, -2.4798, 3.1558)
N (-0.5473, -2.6442, 1.9016)
C (-0.1267, -1.7471, 4.2018)
O (-0.5188, -1.8441, 5.3874)
N (0.9223, -1.1083, 3.7335)
C (1.7172, -0.3480, 4.5851)
C (1.2506, 0.8129, 5.2403)
C (-0.2063, 1.1685, 5.1992)
C (2.1482, 1.6295, 5.9183)
C (3.4971, 1.3162, 5.9968)
C (3.9478, 0.1534, 5.3883)
C (3.0831, -0.6790, 4.6912)
C (3.5797, -1.9363, 4.0409)
H (1.0897, -0.7993, -3.9305)
H (0.8001, -0.7009, -2.1948)
H (-0.3867, -1.4711, -3.2220)
H (2.5258, -2.4237, -4.6876)
H (3.6484, -4.6266, -4.4989)
H (3.1075, -6.0951, -2.5729)
H (2.0855, -6.4982, -0.5408)
H (0.4076, -5.9182, -0.4534)
H (1.6807, -5.0458, 0.3971)
H (-3.1164, -4.3687, 0.6362)
H (-3.9803, -4.0308, 2.9843)
H (-2.4782, -2.8299, 4.6193)
H (-0.5578, 1.2551, 4.1701)
H (-0.3900, 2.1116, 5.7226)
H (-0.7958, 0.3741, 5.6585)
H (1.7720, 2.5269, 6.4017)
H (4.1847, 1.9634, 6.5304)
H (4.9960, -0.1224, 5.4545)
H (4.5966, -2.1653, 4.3667)
H (3.5839, -1.8494, 2.9524)
H (2.9276, -2.7763, 4.2801)
O (-7.2673, 1.6967, 2.8497)
C (-6.4698, 0.9301, 2.0633)
O (-6.9543, 0.0121, 1.4569)
C (-5.0194, 1.2865, 2.0136)
C (-4.2021, 0.5310, 1.1758)
C (-2.8478, 0.7915, 1.1047)
C (-2.2825, 1.8244, 1.8472)
C (-3.0926, 2.5718, 2.7052)
C (-4.4460, 2.3027, 2.7807)
N (-0.8839, 1.9552, 1.7313)
C (-0.2620, 2.9396, 2.2368)
C (1.2145, 2.9624, 2.3283)
C (1.8335, 3.9898, 3.0273)
C (3.2030, 3.9117, 3.2358)
C (3.8883, 2.8208, 2.7383)
C (3.1824, 1.8545, 2.0236)
N (1.8787, 1.9264, 1.8180)
H (-6.7477, 2.3948, 3.2605)
H (-4.6387, -0.2748, 0.6014)
H (-2.2029, 0.1970, 0.4737)
H (-2.6701, 3.3315, 3.3480)
H (-5.0273, 2.8911, 3.4838)
H (-0.7666, 3.7984, 2.6982)
H (1.2482, 4.8076, 3.4289)
H (3.7172, 4.6767, 3.8036)
H (4.9481, 2.6944, 2.9094)
H (3.6886, 0.9895, 1.6059)
S (-6.0941, -0.6296, -4.2930)
C (-4.5865, -0.4635, -3.3540)
C (-4.0583, -1.5501, -2.6791)
C (-2.8738, -1.3814, -1.9704)
N (-2.2458, -0.2125, -1.8792)
C (-2.7576, 0.8203, -2.5412)
C (-3.9092, 0.7467, -3.3075)
C (-7.1398, 0.4518, -3.3364)
C (-7.6467, 0.0686, -2.1044)
C (-8.4799, 0.9467, -1.4260)
N (-8.8411, 2.1371, -1.8982)
C (-8.3445, 2.4944, -3.0791)
C (-7.4934, 1.7008, -3.8300)
H (-4.5399, -2.5170, -2.7067)
H (-2.4213, -2.2274, -1.4675)
H (-2.2123, 1.7550, -2.4648)
H (-4.2782, 1.6129, -3.8400)
H (-7.3815, -0.8853, -1.6704)
H (-8.8650, 0.6810, -0.4504)
H (-8.6412, 3.4709, -3.4470)
H (-7.1156, 2.0410, -4.7845)

Cartesian forces (eV/Å) of the 6 atoms listed first:
0.355 0.080 -0.112
0.027 -0.002 -0.020
0.040 -0.064 -0.075
-0.088 0.303 0.008
-0.062 -0.027 0.043
0.109 -0.063 0.111

Calculated values
Net charge: -2
ΔE to the lowest compared entry with this formula, charge and spin, kcal/mol: 0.0
F_max, eV/Å: 0.4
Highest occupied orbital energy, eV: -2.219
Total energy, Ha: -4002.23089

Atom charges from the Mulliken analysis, given in e for atoms 1 to 6:
1 Rb -0.0786
2 N -0.5142
3 C 0.2251
4 S -0.3312
5 N -1.0493
6 N 1.3246


Below is C59H59Cl2N9O3SnTe as an isolated structure, with properties calculated with ωB97M-V/def2-TZVPD.

Cartesian coordinates (Å):
Sn (0.6899, -1.2662, 0.8928)
C (4.5451, -4.5541, -1.8149)
C (4.6915, -4.9279, -0.4850)
C (4.1620, -4.1525, 0.5353)
C (3.4839, -2.9461, 0.2625)
C (3.3015, -2.6125, -1.0945)
C (3.8209, -3.4015, -2.1048)
N (2.9077, -2.1439, 1.2268)
C (3.3419, -2.1137, 2.5290)
C (4.6688, -2.3248, 2.9453)
C (5.0312, -2.2621, 4.2777)
C (4.0772, -1.9940, 5.2611)
C (2.7656, -1.7825, 4.8921)
C (2.3850, -1.8126, 3.5419)
N (1.0894, -1.6562, 3.1132)
N (0.1432, -1.6914, 4.0347)
C (-1.0912, -1.7734, 3.5211)
C (-2.2018, -1.9183, 4.3940)
C (-3.4482, -2.1359, 3.8805)
C (-3.6216, -2.2052, 2.4840)
C (-2.5139, -2.0111, 1.6957)
N (-1.2862, -1.7922, 2.1765)
H (4.9766, -5.1515, -2.6090)
H (5.2191, -5.8426, -0.2346)
H (4.2509, -4.4819, 1.5625)
H (2.7240, -1.7267, -1.3391)
H (3.6642, -3.1131, -3.1387)
H (5.4211, -2.5261, 2.1936)
H (6.0676, -2.4174, 4.5566)
H (4.3678, -1.9514, 6.3040)
H (1.9986, -1.5862, 5.6280)
H (-2.0143, -1.8754, 5.4588)
H (-4.2988, -2.2683, 4.5376)
H (-4.5883, -2.4039, 2.0413)
H (-2.5771, -2.0434, 0.6150)
Cl (5.9271, 0.1318, -0.2553)
C (5.7739, 0.4032, 1.4486)
C (6.7686, -0.0565, 2.2900)
C (6.6652, 0.1561, 3.6530)
C (5.5470, 0.7887, 4.1669)
C (4.5502, 1.2350, 3.3166)
Cl (3.1179, 1.9040, 4.0167)
C (4.6535, 1.0982, 1.9217)
N (3.7092, 1.6015, 1.0316)
C (3.3447, 2.9450, 0.9260)
C (4.1420, 3.9361, 1.5125)
C (3.8182, 5.2758, 1.4147)
C (2.6994, 5.6690, 0.6972)
C (1.9383, 4.6971, 0.0695)
C (2.2403, 3.3410, 0.1602)
C (1.3100, 2.3788, -0.5400)
C (0.1216, 2.0671, 0.3707)
O (-0.9750, 2.6887, 0.0662)
O (0.2936, 1.3221, 1.3419)
H (7.6221, -0.5727, 1.8716)
H (7.4432, -0.1961, 4.3178)
H (5.4262, 0.9237, 5.2332)
H (3.4198, 0.9766, 0.2980)
H (5.0374, 3.6401, 2.0438)
H (4.4490, 6.0140, 1.8954)
H (2.4288, 6.7143, 0.6143)
H (1.0687, 4.9857, -0.5116)
H (1.7817, 1.4283, -0.8057)
H (0.9318, 2.8418, -1.4469)
C (-0.1605, -4.0461, -3.2335)
N (-0.1412, -4.9554, -2.1067)
C (-0.8144, -6.2188, -2.3419)
C (-0.0195, -4.4503, -0.8287)
N (-0.1386, -3.2070, -0.5170)
N (0.2125, -5.4033, 0.1539)
C (1.3342, -6.3130, -0.0750)
C (0.1716, -4.9112, 1.5256)
H (0.1852, -4.5851, -4.1174)
H (0.5026, -3.2020, -3.0601)
H (-1.1668, -3.6564, -3.4375)
H (-0.2177, -6.8635, -2.9943)
H (-1.7817, -6.0442, -2.8287)
H (-0.9906, -6.7300, -1.4001)
H (-0.3412, -2.5982, -1.3104)
H (1.3974, -6.5969, -1.1218)
H (1.1905, -7.2120, 0.5285)
H (2.2827, -5.8467, 0.2067)
H (-0.7278, -4.3184, 1.6770)
H (1.0389, -4.2802, 1.7656)
H (0.1602, -5.7702, 2.1969)
C (-5.9813, 6.9174, 1.4046)
C (-5.1564, 5.7398, 0.9570)
C (-4.1200, 5.8800, 0.0532)
C (-3.3738, 4.7921, -0.3973)
C (-2.2440, 5.0930, -1.3427)
C (-3.6853, 3.4998, 0.0410)
Te (-2.8485, 1.4828, -0.4288)
N (-1.6382, 0.4014, -1.5008)
C (-0.8263, 0.2422, -2.5441)
O (-0.2066, -0.8337, -2.6764)
C (-0.6534, 1.2377, -3.6700)
C (-0.9208, 2.5883, -3.5316)
C (-0.6662, 3.4708, -4.5726)
C (-0.1649, 2.9969, -5.7758)
C (0.0896, 1.6403, -5.9290)
C (-0.1417, 0.7674, -4.8772)
C (-4.3215, 1.2975, -2.0403)
C (-4.6745, 2.4511, -2.7360)
C (-5.3847, 2.3999, -3.9288)
C (-5.7414, 1.1716, -4.4561)
C (-5.4172, 0.0149, -3.7598)
C (-4.7226, 0.0564, -2.5557)
C (-4.4523, -1.2297, -1.8172)
C (-4.7113, 3.3509, 1.0039)
C (-5.0974, 2.0319, 1.6440)
C (-5.4194, 4.4671, 1.4365)
H (-5.5786, 7.8513, 1.0131)
H (-6.0129, 6.9836, 2.4935)
H (-7.0102, 6.8158, 1.0521)
H (-3.8770, 6.8688, -0.3229)
H (-2.0886, 6.1700, -1.4132)
H (-2.4623, 4.7243, -2.3443)
H (-1.3253, 4.6255, -0.9899)
H (-1.2918, 2.9364, -2.5858)
H (-0.8433, 4.5321, -4.4418)
H (0.0361, 3.6847, -6.5887)
H (0.4858, 1.2673, -6.8664)
H (0.0763, -0.2888, -4.9623)
H (-4.4071, 3.4178, -2.3364)
H (-5.6494, 3.3174, -4.4403)
H (-6.2685, 1.1071, -5.4003)
H (-5.7074, -0.9494, -4.1633)
H (-4.8237, -2.0895, -2.3759)
H (-4.9599, -1.2185, -0.8487)
H (-3.3811, -1.3585, -1.6485)
H (-4.2849, 1.6405, 2.2598)
H (-5.3561, 1.2671, 0.9109)
H (-5.9656, 2.1713, 2.2878)
H (-6.2076, 4.3318, 2.1713)

Cartesian forces (eV/Å) of the 6 atoms listed first:
0.420 -0.095 0.050
0.007 -0.086 0.013
0.034 0.103 -0.036
0.030 0.122 0.000
-0.006 -0.041 0.055
-0.028 -0.057 0.017

Calculated values
Net charge: -1
Multiplicity: 2
ΔE to the lowest compared entry with this formula, charge and spin, kcal/mol: 7.4
F_max, eV/Å: 0.7
Highest occupied orbital energy (alpha / beta), eV: -3.636 / -4.217
<S²>: 0.775
Total energy, Ha: -4404.96630

Atom charges from the Mulliken analysis, given in e for atoms 1 to 6:
1 Sn 0.8808
2 C -0.7686
3 C -0.5319
4 C -0.3479
5 C 0.1830
6 C -0.5881